Record 1
C28H31N7PdSb2Se | ωB97M-V with the def2-TZVPD basis set

Values from the calculation:
Kohn-Sham gap (spin up / spin down) = 6.32 / 6.32 eV
HOMO level (spin up / spin down) = -0.5120 / -0.5119 Ha
DFT total energy = -121852.763 eV
total charge = +2
energy relative to the best compared isomer or geometry (same formula, charge and spin) = 41.2 kcal/mol

Each line ends with the natural charge from an NBO analysis.
Positions of all 70 atoms, in Å:
Pd1 -0.28 -0.38 -0.75  1.01
C1 -1.09 0.10 2.18  -0.66
C2 -2.31 0.05 1.32  0.23
C3 -3.54 0.41 1.86  -0.23
C4 -4.68 0.30 1.09  -0.10
C5 -4.58 -0.22 -0.19  -0.24
C6 -3.33 -0.56 -0.68  -0.09
N1 -2.21 -0.39 0.05  -0.49
Sb1 -3.19 -1.54 -2.57  1.15
C7 -1.58 -2.84 -1.96  -0.10
C8 -1.63 -4.11 -2.51  -0.25
C9 -0.71 -5.07 -2.09  -0.11
C10 0.19 -4.74 -1.11  -0.22
C11 0.21 -3.45 -0.58  0.26
C12 1.16 -3.09 0.51  -0.65
N2 -0.66 -2.52 -1.03  -0.51
C13 -2.01 0.02 -3.45  -0.11
C14 -2.56 0.54 -4.61  -0.26
C15 -1.83 1.45 -5.36  -0.12
C16 -0.57 1.78 -4.92  -0.23
C17 -0.07 1.23 -3.74  0.24
C18 1.33 1.59 -3.35  -0.66
N3 -0.79 0.37 -3.00  -0.55
H1 -1.18 -0.62 3.00  0.27
H2 -0.96 1.09 2.63  0.23
H3 -0.18 -0.16 1.63  0.22
H4 -3.59 0.76 2.88  0.24
H5 -5.65 0.58 1.49  0.25
H6 -5.46 -0.37 -0.80  0.25
H7 -2.38 -4.36 -3.25  0.24
H8 -0.72 -6.06 -2.52  0.25
H9 0.89 -5.47 -0.73  0.24
H10 1.56 -3.98 0.98  0.24
H11 0.65 -2.50 1.28  0.22
H12 1.99 -2.50 0.13  0.25
H13 -3.54 0.22 -4.94  0.24
H14 -2.23 1.88 -6.27  0.25
H15 0.06 2.45 -5.48  0.24
H16 2.04 0.91 -3.83  0.26
H17 1.49 1.53 -2.28  0.21
H18 1.57 2.60 -3.69  0.24
N4 5.13 -0.03 -3.66  -0.31
C19 4.42 -0.42 -2.84  0.39
N5 3.60 -0.89 -1.93  -0.57
C20 2.63 -0.46 -1.31  0.66
N6 1.68 -0.13 -0.65  -0.80
Se1 2.68 0.16 2.35  0.24
C21 1.90 -0.38 3.99  -0.20
C22 2.19 -1.66 4.43  -0.29
C23 1.65 -2.06 5.66  0.07
N7 0.87 -1.29 6.40  -0.38
C24 0.62 -0.05 5.97  0.06
C25 1.10 0.45 4.77  -0.30
H19 2.81 -2.33 3.86  0.24
H20 1.86 -3.05 6.04  0.22
H21 -0.01 0.56 6.61  0.21
H22 0.87 1.46 4.47  0.21
C26 1.04 4.13 2.55  -0.98
Sb2 1.50 2.57 1.20  1.51
C27 -0.21 2.72 -0.05  -0.98
C28 2.98 3.45 -0.03  -0.97
H23 1.13 5.05 1.98  0.26
H24 1.74 4.14 3.38  0.27
H25 0.03 4.01 2.93  0.25
H26 -0.58 3.74 0.08  0.27
H27 -0.99 2.02 0.22  0.24
H28 0.09 2.57 -1.09  0.26
H29 3.25 4.40 0.43  0.27
H30 2.54 3.61 -1.01  0.26
H31 3.86 2.82 -0.11  0.27



Record 2
C28H31NOPdSb | ωB97M-V with the def2-TZVPD basis set

Values from the calculation:
Kohn-Sham gap = 6.00 eV
HOMO level = -0.6407 Ha
DFT total energy = -43065.797 eV
total charge = +3

Each line ends with the natural charge from an NBO analysis.
Positions of all 63 atoms, in Å:
Pd1 1.61 0.94 0.44  0.75
C1 2.25 2.95 1.52  -0.20
C2 3.37 2.46 0.89  -0.24
C3 3.04 2.29 -0.53  -0.14
C4 1.75 2.80 -0.77  -0.26
C5 1.19 3.07 0.51  -0.19
H1 2.14 3.18 2.57  0.28
H2 4.33 2.25 1.33  0.29
H3 3.72 1.91 -1.29  0.29
H4 1.26 2.92 -1.73  0.29
H5 0.21 3.48 0.70  0.28
C6 -1.48 1.86 -2.94  -0.63
C7 -2.52 1.89 -1.86  -0.02
C8 -3.73 2.56 -2.09  -0.18
C9 -4.71 2.61 -1.11  -0.11
C10 -4.53 1.99 0.12  -0.21
C11 -3.35 1.33 0.38  -0.15
C12 -2.36 1.30 -0.61  -0.48
Sb1 -0.72 0.07 -0.30  1.87
C13 -0.52 -1.59 -1.54  -0.47
C14 0.54 -1.68 -2.44  -0.14
C15 0.56 -2.75 -3.32  -0.22
C16 -0.47 -3.69 -3.29  -0.13
C17 -1.51 -3.57 -2.39  -0.17
C18 -1.58 -2.50 -1.49  -0.02
C19 -2.74 -2.35 -0.55  -0.65
C20 0.00 -0.23 1.66  -0.60
C21 0.54 -1.54 1.83  -0.08
C22 0.76 -2.05 3.08  -0.25
C23 0.48 -1.25 4.20  -0.04
C24 -0.05 0.02 4.06  -0.23
C25 -0.33 0.56 2.81  0.08
C26 -1.00 1.90 2.75  -0.67
H6 -1.91 1.56 -3.90  0.27
H7 -0.67 1.15 -2.74  0.19
H8 -1.03 2.84 -3.08  0.25
H9 -3.89 3.03 -3.05  0.25
H10 -5.63 3.13 -1.32  0.26
H11 -5.31 2.02 0.87  0.26
H12 -3.22 0.83 1.33  0.21
H13 1.34 -0.95 -2.45  0.22
H14 1.37 -2.84 -4.04  0.25
H15 -0.45 -4.52 -3.98  0.26
H16 -2.30 -4.31 -2.38  0.25
H17 -3.19 -3.32 -0.33  0.28
H18 -3.52 -1.71 -0.98  0.25
H19 -2.44 -1.93 0.42  0.19
H20 0.74 -2.14 0.96  0.23
H21 1.14 -3.06 3.21  0.26
H22 0.66 -1.64 5.19  0.26
H23 -0.28 0.60 4.94  0.26
H24 -0.41 2.65 3.27  0.26
H25 -1.95 1.85 3.28  0.28
H26 -1.21 2.24 1.74  0.21
C27 4.16 -2.55 -0.56  -0.71
C28 3.59 -1.45 0.27  0.73
N1 4.12 -1.20 1.45  -0.75
O1 2.60 -0.80 -0.18  -0.72
H27 4.89 -3.14 -0.03  0.25
H28 4.63 -2.11 -1.44  0.28
H29 3.35 -3.19 -0.91  0.27
H30 4.91 -1.73 1.79  0.44
H31 3.75 -0.48 2.06  0.41



Question: Look up the DFT total energy of the second one.
Answer: -43065.797 eV



Question: Number 1 is which compound?
Answer: C28H31N7PdSb2Se